No. 1
Entry from the Open Molecules 2025 dataset: C4H2N4O5 as an isolated structure in a non-equilibrium geometry (wB97M-V/def2-TZVPD).

HOMO-LUMO gap ... 7.75 eV
DFT total energy ... -748.6297 Ha
ΔE to the lowest compared entry with this formula, charge and spin ... 5.4 kcal/mol

Last column: natural (NBO) charge in e.
Geometry (Å):
C -1.429 -1.900 2.208  0.156
C -0.896 0.842 -0.104  0.030
C 1.443 4.564 -0.478  1.034
C 0.845 -1.016 -2.826  1.017
N 0.494 -2.296 1.351  0.309
N -0.953 -1.318 0.928  -0.340
N -0.655 -2.633 2.811  -0.371
N -0.978 -0.211 0.408  0.031
O 0.747 3.628 -0.457  -0.546
O 1.037 0.042 -3.248  -0.528
O 2.137 5.471 -0.363  -0.487
O 0.748 -2.093 -2.457  -0.488
O 0.641 -3.078 0.514  -0.259
H -2.480 -1.656 2.474  0.169
H -0.702 1.654 -0.761  0.272


No. 2
Entry from the Open Molecules 2025 dataset: C18H25AuClIN2O6P as an isolated structure in a non-equilibrium geometry (wB97M-V/def2-TZVPD).

HOMO-LUMO gap ... 7.01 eV
DFT total energy ... -2496.6224 Ha
Net charge ... +1
ΔE to the lowest compared entry with this formula, charge and spin ... 16.7 kcal/mol

Last column: natural (NBO) charge in e.
Geometry (Å):
Au 0.359 0.000 -0.060  1.249
N 2.443 0.068 0.128  -0.784
C 3.026 -0.205 1.479  -0.220
C 2.333 0.572 2.596  -0.539
C 1.159 -0.279 3.105  0.774
O 1.254 -0.845 4.180  -0.642
O 0.196 -0.395 2.251  -0.918
H 2.778 -0.633 -0.527  0.427
H 2.746 0.979 -0.205  0.401
H 4.090 0.032 1.437  0.214
H 2.932 -1.276 1.651  0.224
H 1.944 1.522 2.222  0.197
H 3.018 0.758 3.419  0.252
Cl -4.230 5.078 0.299  0.049
C -3.432 3.560 0.090  -0.054
C -4.165 2.426 -0.111  -0.210
C -3.534 1.178 -0.301  -0.219
I -4.661 -0.534 -0.633  0.219
C -2.170 1.069 -0.276  0.331
O -1.536 -0.100 -0.503  -0.731
C -1.423 2.235 -0.024  0.084
N -0.066 2.070 0.052  -0.532
C 0.715 3.108 0.259  0.097
C 0.199 4.402 0.407  -0.263
C -1.156 4.592 0.355  -0.084
C -2.018 3.496 0.141  -0.032
H -5.245 2.482 -0.123  0.255
H 1.781 2.933 0.314  0.199
H 0.877 5.228 0.567  0.248
H -1.580 5.580 0.477  0.251
C -0.407 -4.464 1.973  -0.635
C -0.744 -3.098 1.441  -0.088
O -0.517 -3.099 -0.034  -0.842
P 0.475 -2.144 -0.734  2.085
O 1.961 -2.596 -0.551  -0.862
C 2.393 -3.965 -0.894  -0.063
C 3.440 -4.385 0.102  -0.635
O 0.194 -2.309 -2.255  -0.836
C -1.168 -2.316 -2.832  -0.063
C -1.531 -3.726 -3.218  -0.638
H -0.672 -4.506 3.030  0.249
H 0.659 -4.678 1.881  0.203
H -0.965 -5.237 1.444  0.219
H -0.152 -2.304 1.896  0.256
H -1.794 -2.852 1.566  0.210
H 2.780 -3.921 -1.909  0.206
H 1.522 -4.619 -0.877  0.200
H 4.300 -3.715 0.063  0.220
H 3.779 -5.394 -0.130  0.243
H 3.040 -4.380 1.116  0.224
H -1.103 -1.657 -3.694  0.205
H -1.861 -1.889 -2.111  0.216
H -0.814 -4.125 -3.935  0.223
H -2.520 -3.731 -3.677  0.237
H -1.554 -4.371 -2.341  0.221


No. 3
Entry from the Open Molecules 2025 dataset: one molecule with the formula C6H9N3 in a non-equilibrium geometry (wB97M-V/def2-TZVPD).

HOMO-LUMO gap ... 10.50 eV
DFT total energy ... -398.1562 Ha
ΔE to the lowest compared entry with this formula, charge and spin ... 74.8 kcal/mol

Last column: natural (NBO) charge in e.
Geometry (Å):
C 2.172 0.757 0.202  0.240
C 1.187 -0.433 -0.002  0.043
C -0.513 1.530 -0.117  -0.624
C -0.803 -0.458 1.388  -0.611
C -0.866 -0.813 -1.142  -0.623
C -0.317 0.018 0.049  -0.060
N 2.942 1.531 0.399  -0.313
N 1.779 -1.687 0.315  -0.052
N 1.731 -1.523 -0.884  -0.004
H -1.488 1.734 0.072  0.216
H -0.429 1.864 -1.192  0.221
H 0.187 2.277 0.420  0.240
H -0.245 0.252 2.128  0.230
H -1.926 -0.303 1.230  0.219
H -0.607 -1.504 1.488  0.216
H -0.524 -1.826 -0.820  0.208
H -0.346 -0.707 -2.105  0.228
H -1.933 -0.710 -1.431  0.228